Here is a molecular structure, C6H9LiNaO2 at a distorted geometry from the OMol25 dataset. Energies are from ωB97M-V/def2-TZVPD.

Positions of all 19 atoms, in Å:
C (-0.4083, 0.5248, 0.0708)
H (-0.2604, 0.2391, 1.1298)
H (0.4478, 0.7827, -0.5795)
C (-0.7526, -1.0455, -0.6136)
C (0.2952, -2.0464, -0.2672)
C (1.5739, -1.9654, -0.7740)
O (2.6259, -2.0832, -0.0054)
Na (2.0619, -4.1205, 0.5905)
H (-0.7726, -0.8913, -1.7035)
H (-1.7171, -1.3678, -0.1898)
H (0.1495, -2.3624, 0.7800)
H (1.6955, -1.4814, -1.7651)
H (-1.1338, 3.7113, 0.5255)
O (0.5403, 2.8831, 1.2750)
C (-0.6492, 2.7301, 0.7099)
C (-1.4364, 1.6394, 0.0532)
H (-2.3206, 1.3584, 0.6445)
H (-1.6952, 1.8766, -0.9984)
Li (1.7560, 1.6184, 1.1176)

Computed properties:
Multiplicity: 2
Gap between HOMO and LUMO (alpha / beta) (eV): 2.91 / 5.67
Molar mass (g mol⁻¹): 143.07
Highest occupied orbital energy (alpha / beta) (eV): -4.138 / -6.904
Charge: 0

Mulliken charges in e: -0.714 0.406 0.364 -0.917 0.032 -0.307 -0.839 0.938 0.355 0.341 0.008 0.340 0.351 -0.877 -0.369 -0.466 0.246 0.269 0.841

=====

Here is a gas-phase ion, C6H10O3 (charge +1) at a distorted geometry from the OMol25 dataset. Energies are from ωB97M-V/def2-TZVPD.

Positions of all 19 atoms, in Å:
C (-0.1225, 0.4151, -1.5024)
C (0.1612, 1.6353, -0.6584)
H (-0.0072, 0.7637, -2.5412)
H (-1.1710, 0.1140, -1.3670)
H (-0.3114, 2.5495, -1.0243)
H (1.2204, 1.7943, -0.4394)
C (0.8089, -0.7281, -1.2217)
C (0.4020, -1.9602, -0.8332)
H (1.8651, -0.5590, -1.4528)
H (-0.0209, -2.6292, -0.0848)
H (0.5325, -2.7428, -1.5913)
O (-0.4494, 1.4486, 0.7050)
H (-1.4231, 1.4822, 0.8078)
C (-0.7601, -1.1466, 1.6897)
H (-0.6071, -2.1365, 2.1113)
H (-1.6051, -0.7351, 1.1340)
O (0.3322, -0.3137, 1.9154)
C (0.3166, 0.9804, 1.8261)
O (0.8389, 1.7681, 2.5274)

Computed properties:
Multiplicity: 2
Gap between HOMO and LUMO (alpha / beta) (eV): 8.04 / 7.60
Molar mass (g mol⁻¹): 130.14
Highest occupied orbital energy (alpha / beta) (eV): -12.136 / -12.109
Charge: +1

Mulliken charges in e: -0.212 -0.397 0.352 0.295 0.330 0.318 -0.287 -0.733 0.364 0.256 0.279 -0.212 0.499 -0.642 0.472 0.277 -0.170 0.560 -0.348

=====

Record-wise E_tot values, in Ha: -554.21425, -459.80547